one.
Molecular formula: FHN2O3
Method: DFT, ωB97M-V/def2-TZVPD

Last column: natural (NBO) charge in e.
Geometry (Å):
O (1.24325, -0.86200, 0.28953)  -0.355
N (0.07416, -0.77859, 0.50526)  0.602
O (-0.69584, -1.55326, 0.94881)  -0.286
N (-0.49040, 0.58226, 0.22302)  0.285
O (0.39628, 1.38021, -0.31327)  -0.477
F (-1.53514, 0.30629, -0.71474)  -0.248
H (1.00769, 0.92509, -0.93861)  0.481

As for the structure (SMILES): O=[N+]([O-])N(O)F. For the LUMO energy, the calculation gives -0.475 eV. Its HOMO-LUMO gap is 11.11 eV.


two.
Molecular formula: FHN2O3
Method: DFT, ωB97M-V/def2-TZVPD

Last column: natural (NBO) charge in e.
Geometry (Å):
N (-0.42615, -0.35045, 0.34587)  -0.122
N (1.12519, -0.10195, -0.04454)  0.635
O (1.60910, -1.04954, -0.54122)  -0.313
O (1.50406, 0.96169, 0.27216)  -0.277
O (-1.18711, 0.56123, 0.64605)  0.026
F (-1.89006, 1.23059, -0.64032)  -0.327
H (-0.73503, -1.25157, -0.03799)  0.377

For the LUMO energy (spin up / spin down), the calculation gives -1.208 / -1.210 eV. Its HOMO-LUMO gap (spin up / spin down) is 10.33 / 10.33 eV.


Stability check: which of them is least stable? two.